[1]
A molecular structure, C18H45BF4N3Na3O6 at a distorted geometry. Source: the OMol25 dataset; level of theory: ωB97M-V/def2-TZVPD.

The value obtained for the relative energy (zero: lowest compared OMol25 entry of this formula, charge and spin) is 215.3 kJ/mol. The value obtained for the strongest force on any atom is 0.06438 hartree/bohr. The net charge is +2.

Element x y z (Å)
Na: -8.514 9.380 11.748
Na: -16.719 3.017 11.635
Na: -15.037 9.436 13.471
B: -13.297 6.658 9.956
F: -12.808 7.899 9.981
F: -13.145 6.020 11.231
F: -14.666 6.620 9.791
F: -12.564 5.804 9.163
C: -13.289 15.291 4.912
O: -13.743 15.319 6.202
C: -15.086 15.017 6.228
C: -15.952 15.706 7.371
N: -15.572 17.075 7.639
C: -15.680 17.904 6.446
C: -15.556 19.397 6.807
O: -16.769 19.726 7.444
C: -16.635 20.678 8.467
H: -13.558 16.212 4.394
H: -13.572 14.428 4.311
H: -12.204 15.394 4.924
H: -15.091 13.963 6.504
H: -15.627 15.141 5.290
H: -15.661 15.080 8.215
H: -17.011 15.564 7.157
H: -16.300 17.371 8.274
H: -16.708 17.811 6.095
H: -14.943 17.676 5.677
H: -15.397 19.973 5.895
H: -14.785 19.594 7.552
H: -16.480 20.149 9.407
H: -17.454 21.393 8.536
H: -15.714 21.261 8.490
C: -24.343 17.204 11.828
O: -23.397 16.925 12.794
C: -22.368 17.902 12.895
C: -21.441 17.763 14.113
N: -21.267 16.381 14.483
C: -20.538 15.496 13.581
C: -21.119 14.746 12.400
O: -20.385 13.604 12.137
C: -21.188 12.644 11.389
H: -25.219 16.560 11.903
H: -23.970 16.791 10.891
H: -24.655 18.240 11.697
H: -22.980 18.794 13.029
H: -21.712 18.139 12.057
H: -21.910 18.119 15.030
H: -20.493 18.294 14.022
H: -22.217 16.043 14.433
H: -20.093 14.771 14.262
H: -19.699 16.108 13.249
H: -21.144 15.412 11.538
H: -22.164 14.438 12.439
H: -20.684 11.684 11.276
H: -21.330 13.077 10.399
H: -22.155 12.384 11.818
C: -5.278 8.862 4.989
O: -3.891 8.988 4.564
C: -3.378 10.316 4.612
C: -1.906 10.252 5.338
N: -0.900 10.561 4.344
C: 0.450 10.286 4.870
C: 1.486 10.894 3.954
O: 1.454 10.406 2.497
C: 1.844 9.054 2.174
H: -5.806 9.749 4.638
H: -5.272 8.875 6.079
H: -5.741 7.925 4.681
H: -3.972 10.857 5.347
H: -3.380 10.734 3.605
H: -1.955 9.302 5.871
H: -1.824 10.989 6.138
H: -1.085 10.052 3.491
H: 0.624 9.215 4.976
H: 0.577 10.777 5.835
H: 2.487 10.813 4.378
H: 1.280 11.960 4.048
H: 2.920 9.227 2.135
H: 1.436 8.753 1.209
H: 1.416 8.329 2.865

Now the Löwdin charges, all in e: number 1, Na, carries 0.992; number 2, Na, carries 0.990; number 3, Na, carries 0.981; number 4, B, carries -1.376; number 5, F, carries 0.165; number 6, F, carries 0.011; number 7, F, carries 0.104; number 8, F, carries 0.127; number 9, C, carries -0.151; number 10, O, carries -0.164; number 11, C, carries -0.250; number 12, C, carries -0.199; number 13, N, carries -0.063; number 14, C, carries -0.190; number 15, C, carries -0.207; number 16, O, carries -0.193; number 17, C, carries -0.123; number 18, H, carries 0.084; number 19, H, carries 0.095; number 20, H, carries 0.092; number 21, H, carries 0.113; number 22, H, carries 0.116; number 23, H, carries 0.100; number 24, H, carries 0.113; number 25, H, carries 0.103; number 26, H, carries 0.122; number 27, H, carries 0.111; number 28, H, carries 0.123; number 29, H, carries 0.117; number 30, H, carries 0.082; number 31, H, carries 0.090; number 32, H, carries 0.081; number 33, C, carries -0.127; number 34, O, carries -0.197; number 35, C, carries -0.207; number 36, C, carries -0.200; number 37, N, carries -0.076; number 38, C, carries -0.193; number 39, C, carries -0.270; number 40, O, carries -0.186; number 41, C, carries -0.083; number 42, H, carries 0.091; number 43, H, carries 0.086; number 44, H, carries 0.095; number 45, H, carries 0.113; number 46, H, carries 0.121; number 47, H, carries 0.116; number 48, H, carries 0.120; number 49, H, carries 0.094; number 50, H, carries 0.109; number 51, H, carries 0.119; number 52, H, carries 0.120; number 53, H, carries 0.111; number 54, H, carries 0.075; number 55, H, carries 0.089; number 56, H, carries 0.085; number 57, C, carries -0.088; number 58, O, carries -0.231; number 59, C, carries -0.174; number 60, C, carries -0.195; number 61, N, carries -0.064; number 62, C, carries -0.235; number 63, C, carries -0.149; number 64, O, carries -0.227; number 65, C, carries -0.097; number 66, H, carries 0.079; number 67, H, carries 0.071; number 68, H, carries 0.083; number 69, H, carries 0.096; number 70, H, carries 0.120; number 71, H, carries 0.106; number 72, H, carries 0.100; number 73, H, carries 0.110; number 74, H, carries 0.108; number 75, H, carries 0.120; number 76, H, carries 0.111; number 77, H, carries 0.114; number 78, H, carries 0.088; number 79, H, carries 0.081; number 80, H, carries 0.073



[2]
A single C21H25NO3 molecule at a distorted geometry. Source: the OMol25 dataset; level of theory: ωB97M-V/def2-TZVPD.

The value obtained for the relative energy (zero: lowest compared OMol25 entry of this formula, charge and spin) is 411.2 kJ/mol. The value obtained for the strongest force on any atom is 0.03532 hartree/bohr.

Element x y z (Å)
C: 5.451 -2.522 0.773
C: 4.422 -1.723 0.459
C: 4.382 -0.873 -0.782
C: 3.407 0.275 -0.634
C: 3.381 1.034 0.460
C: 2.394 2.138 0.594
O: 2.680 3.123 1.231
C: 1.078 1.903 -0.081
C: 1.121 1.121 -1.240
C: -0.015 0.814 -1.966
C: -1.238 1.284 -1.500
C: -1.313 2.047 -0.335
C: -2.679 2.493 0.138
C: -3.319 1.589 1.233
C: -2.739 0.189 1.391
C: -3.138 -0.777 0.266
N: -2.022 -1.692 -0.065
C: -1.821 -2.682 1.031
C: -2.345 -2.447 -1.233
C: -1.193 -2.806 -2.127
O: -3.460 -2.807 -1.499
C: -0.156 2.397 0.392
C: -0.218 3.247 1.631
C: 2.427 0.572 -1.709
O: 2.665 0.361 -2.872
H: 6.483 -2.205 0.668
H: 5.301 -3.533 1.131
H: 3.546 -1.679 1.104
H: 5.373 -0.431 -0.917
H: 4.114 -1.496 -1.628
H: 4.045 0.875 1.300
H: 0.030 0.225 -2.868
H: -2.156 1.048 -2.020
H: -2.618 3.492 0.556
H: -3.335 2.577 -0.727
H: -4.385 1.505 1.029
H: -3.212 2.103 2.188
H: -3.186 -0.219 2.300
H: -1.665 0.180 1.570
H: -3.968 -1.389 0.626
H: -3.437 -0.255 -0.637
H: -2.211 -2.300 1.967
H: -2.302 -3.634 0.803
H: -0.754 -2.867 1.140
H: -0.407 -3.296 -1.551
H: -1.521 -3.510 -2.882
H: -0.794 -1.892 -2.559
H: -1.073 3.914 1.614
H: -0.276 2.645 2.538
H: 0.654 3.882 1.699

Now the natural (NBO) charges, all in e: number 1, C, carries -0.400; number 2, C, carries -0.162; number 3, C, carries -0.488; number 4, C, carries -0.027; number 5, C, carries -0.246; number 6, C, carries 0.530; number 7, O, carries -0.516; number 8, C, carries -0.116; number 9, C, carries -0.121; number 10, C, carries -0.162; number 11, C, carries -0.186; number 12, C, carries 0.017; number 13, C, carries -0.435; number 14, C, carries -0.386; number 15, C, carries -0.422; number 16, C, carries -0.219; number 17, N, carries -0.515; number 18, C, carries -0.423; number 19, C, carries 0.726; number 20, C, carries -0.711; number 21, O, carries -0.561; number 22, C, carries 0.035; number 23, C, carries -0.659; number 24, C, carries 0.532; number 25, O, carries -0.511; number 26, H, carries 0.196; number 27, H, carries 0.204; number 28, H, carries 0.198; number 29, H, carries 0.242; number 30, H, carries 0.247; number 31, H, carries 0.231; number 32, H, carries 0.229; number 33, H, carries 0.213; number 34, H, carries 0.218; number 35, H, carries 0.213; number 36, H, carries 0.209; number 37, H, carries 0.207; number 38, H, carries 0.205; number 39, H, carries 0.216; number 40, H, carries 0.191; number 41, H, carries 0.200; number 42, H, carries 0.211; number 43, H, carries 0.196; number 44, H, carries 0.203; number 45, H, carries 0.229; number 46, H, carries 0.233; number 47, H, carries 0.236; number 48, H, carries 0.214; number 49, H, carries 0.225; number 50, H, carries 0.260



[3]
A molecular structure, C4H4Br2ClN2OS at a distorted geometry. Source: the OMol25 dataset; level of theory: ωB97M-V/def2-TZVPD.

The value obtained for the relative energy (zero: lowest compared OMol25 entry of this formula, charge and spin) is 11.6 kJ/mol. The value obtained for the strongest force on any atom is 0.05837 hartree/bohr. The net charge is +1.

Element x y z (Å)
C: 0.560 -0.743 -0.175
C: 0.949 1.399 0.518
C: -0.015 -0.049 -1.229
C: -2.224 -1.992 -0.481
N: 1.001 0.129 0.834
N: 1.384 2.434 1.203
O: 0.631 -1.979 -0.161
S: 0.051 1.654 -0.921
Cl: -1.257 -3.236 -0.023
Br: -3.231 -0.960 0.732
Br: -2.808 -1.689 -2.249
H: -0.351 -0.341 -2.224
H: 1.649 -0.200 1.535
H: 2.155 2.199 1.770
H: 1.506 3.374 0.870

Now the natural (NBO) charges, all in e: number 1, C, carries 0.493; number 2, C, carries 0.326; number 3, C, carries -0.487; number 4, C, carries -0.365; number 5, N, carries -0.547; number 6, N, carries -0.730; number 7, O, carries -0.594; number 8, S, carries 0.480; number 9, Cl, carries 0.405; number 10, Br, carries 0.230; number 11, Br, carries 0.225; number 12, H, carries 0.279; number 13, H, carries 0.442; number 14, H, carries 0.404; number 15, H, carries 0.440



[4]
2 unconnected molecules or ions with the total composition C4H13NS at a distorted geometry. Source: the OMol25 dataset; level of theory: ωB97M-V/def2-TZVPD.

The value obtained for the relative energy (zero: lowest compared OMol25 entry of this formula, charge and spin) is 200.0 kJ/mol. The value obtained for the strongest force on any atom is 0.06745 hartree/bohr.

Element x y z (Å)
C: 0.493 -2.363 1.203
C: 0.197 -0.936 1.584
N: -0.395 -0.134 0.527
C: -0.364 1.292 0.717
H: 1.169 -2.441 0.346
H: 0.913 -2.914 2.051
H: -0.441 -2.895 0.989
H: -0.435 -0.943 2.472
H: 1.093 -0.351 1.823
H: -1.214 -0.509 0.025
H: -0.927 1.459 1.667
H: -0.960 1.788 -0.066
H: 0.586 1.833 0.789
C: 0.089 1.762 -2.690
S: -0.267 -0.395 -2.329
H: 0.239 1.726 -3.763
H: -0.823 2.305 -2.343
H: 0.963 1.976 -2.118
H: 0.083 -0.261 -0.885

Now the natural (NBO) charges, all in e: number 1, C, carries -0.620; number 2, C, carries -0.205; number 3, N, carries -0.647; number 4, C, carries -0.418; number 5, H, carries 0.221; number 6, H, carries 0.220; number 7, H, carries 0.208; number 8, H, carries 0.171; number 9, H, carries 0.191; number 10, H, carries 0.412; number 11, H, carries 0.179; number 12, H, carries 0.219; number 13, H, carries 0.205; number 14, C, carries -0.581; number 15, S, carries -0.403; number 16, H, carries 0.213; number 17, H, carries 0.201; number 18, H, carries 0.196; number 19, H, carries 0.236